1.
C42H42ClNO10P | the ωB97M-V functional and the def2-TZVPD basis

2S+1 = 1
highest occupied orbital energy = -4.5 eV
HOMO-LUMO gap = 4.716 eV
LUMO level = 0.259 eV
total charge = -1

Last column: Mulliken charge in e.
Atoms and positions in Å:
C: -2.772 2.375 2.082  -0.726
C: -1.827 2.053 0.943  -0.209
C: -0.197 2.294 1.213  0.098
N: 0.674 1.823 0.070  0.212
P: 0.507 0.080 -0.264  0.289
O: -0.095 -0.798 1.155  -0.557
Cl: -0.931 -0.097 -1.875  -0.411
C: 2.155 2.054 0.331  0.318
O: 2.864 0.866 -0.169  -0.171
C: 4.282 1.134 -0.452  -0.499
C: 5.039 -0.357 -0.398  0.604
C: 6.140 -0.474 0.820  -1.016
O: 5.559 -0.689 -1.733  -0.637
O: 2.483 2.448 1.708  -0.072
C: 2.749 1.291 2.578  0.326
C: 2.334 1.609 4.166  0.548
C: 2.658 0.255 5.068  -1.236
C: 3.167 2.860 4.820  0.048
C: 2.310 4.297 4.816  -1.133
C: 4.703 3.040 4.240  -0.956
C: 2.569 3.359 -0.631  0.013
O: 2.438 3.283 -1.984  -0.685
O: 3.038 4.655 -0.107  -0.724
H: -2.840 1.561 2.953  0.208
H: -3.404 3.374 2.143  0.195
H: -2.272 1.614 -0.046  0.205
H: 0.020 1.764 2.247  -0.058
H: -0.036 3.448 1.347  0.538
H: 0.698 -1.400 1.382  0.308
H: 4.760 1.780 0.422  0.207
H: 4.504 1.556 -1.523  0.314
H: 4.204 -1.175 -0.158  -0.004
H: 6.766 0.500 0.995  0.259
H: 6.891 -1.342 0.496  0.341
H: 5.562 -0.840 1.798  0.192
H: 4.726 -0.726 -2.323  0.345
H: 1.996 0.424 2.251  -0.257
H: 3.844 0.880 2.470  -0.323
H: 1.182 1.802 4.233  0.219
H: 3.758 0.423 5.494  0.279
H: 2.583 -0.724 4.413  0.312
H: 1.902 0.198 5.960  0.300
H: 3.296 2.602 5.979  0.401
H: 1.184 4.010 5.083  0.270
H: 2.388 4.859 3.779  0.242
H: 2.657 5.003 5.713  0.323
H: 5.369 3.363 5.158  0.318
H: 4.645 3.844 3.384  0.267
H: 5.158 2.048 3.819  0.183
C: 1.545 -3.170 -4.858  -0.575
C: 1.336 -3.080 -3.482  -0.107
C: 1.936 -4.002 -2.622  -0.750
C: 2.739 -5.024 -3.142  0.272
C: 2.928 -5.129 -4.519  0.161
C: 2.339 -4.193 -5.379  -0.566
C: 3.733 -6.233 -5.082  0.640
O: 3.902 -6.324 -6.291  -0.685
C: 4.322 -7.231 -4.166  0.182
C: 5.038 -8.315 -4.690  -0.537
C: 5.610 -9.256 -3.831  -0.444
C: 5.477 -9.112 -2.450  -0.442
C: 4.759 -8.036 -1.926  -0.535
C: 4.172 -7.099 -2.787  0.166
C: 3.385 -5.984 -2.224  0.556
O: 3.263 -5.859 -1.011  -0.683
H: 1.084 -2.446 -5.527  0.423
H: 0.706 -2.291 -3.077  0.305
H: 1.773 -3.922 -1.549  0.514
H: 2.493 -4.260 -6.454  0.444
H: 5.150 -8.433 -5.766  0.443
H: 6.162 -10.100 -4.239  0.384
H: 5.929 -9.840 -1.780  0.385
H: 4.655 -7.932 -0.847  0.448
C: -9.300 1.980 3.282  -0.476
C: -10.513 1.701 2.652  -0.443
C: -10.647 1.899 1.277  -0.564
C: -9.569 2.389 0.531  0.255
C: -8.364 2.690 1.165  0.198
C: -8.225 2.474 2.542  -0.535
C: -7.235 3.254 0.396  0.539
O: -6.175 3.516 0.951  -0.647
C: -7.405 3.506 -1.049  0.256
C: -6.364 4.093 -1.779  -0.579
C: -6.511 4.322 -3.148  -0.515
C: -7.693 3.958 -3.793  -0.439
C: -8.734 3.377 -3.068  -0.579
C: -8.593 3.160 -1.691  0.247
C: -9.714 2.578 -0.926  0.545
O: -10.755 2.262 -1.492  -0.689
H: -9.193 1.817 4.352  0.395
H: -11.355 1.328 3.231  0.381
H: -11.596 1.675 0.791  0.442
H: -7.284 2.694 3.041  0.474
H: -5.437 4.378 -1.283  0.487
H: -5.703 4.784 -3.712  0.408
H: -7.805 4.130 -4.862  0.389
H: -9.655 3.100 -3.578  0.443

Atomic forces in eV per Å
1.5 -1.0 -1.1
-0.8 0.8 1.9
-1.7 -0.6 0.9
-0.5 -2.5 2.3
1.2 -1.1 0.1
1.4 0.5 -0.9
-0.4 0.4 1.1
1.3 2.1 -1.4
0.8 2.6 0.9
1.8 -1.2 0.8
-1.6 0.0 0.9
0.1 -1.1 -1.0
-1.9 0.3 0.4
0.1 -2.5 -0.9
-1.6 -1.1 0.7
0.6 -0.3 -0.4
0.4 0.8 -0.4
0.0 0.3 1.1
-0.1 -0.6 0.5
-0.7 0.2 0.3
1.5 6.6 -3.9
0.3 -1.2 6.8
-2.5 -7.3 -1.3
1.3 2.8 -1.0
0.2 -3.1 -0.9
1.1 2.4 1.1
-0.2 1.1 -1.9
-0.4 -2.3 -0.3
-1.8 1.4 -0.8
-1.2 -1.0 -2.1
-0.9 -0.4 2.2
1.6 1.8 -0.3
-1.4 -1.8 -0.3
-1.6 1.9 0.8
1.4 1.1 -2.1
2.0 0.1 1.4
1.7 1.6 0.7
-2.0 1.0 0.2
2.2 -0.2 -0.3
-2.4 -0.8 -0.9
0.2 1.9 1.4
1.5 0.1 -1.7
-0.4 0.4 -2.4
2.3 0.7 -0.8
-0.3 -1.2 2.2
-0.5 -1.5 -2.1
-1.2 -0.4 -2.1
0.4 -1.6 1.7
-1.0 1.8 0.8
0.2 -0.3 0.0
0.1 -0.2 0.2
-0.1 0.2 -0.2
-0.4 0.4 -0.1
-0.3 0.4 -0.1
-0.2 0.2 0.1
0.1 0.1 -1.4
0.0 0.0 0.6
0.4 -0.6 0.1
0.2 -0.3 0.2
-0.2 0.3 -0.2
-0.2 0.3 0.0
0.2 -0.3 -0.1
0.4 -0.6 0.1
-0.3 0.3 1.5
0.1 -0.2 -0.7
0.1 -0.1 0.1
0.1 -0.1 0.0
0.2 -0.1 -0.3
0.1 -0.1 0.3
-0.1 0.2 0.2
-0.1 0.2 0.1
-0.1 0.1 -0.1
-0.1 0.1 -0.3
0.2 0.1 -0.3
0.1 0.1 -0.4
0.0 -0.1 0.4
-0.2 -0.1 0.6
-0.3 -0.2 0.6
-0.2 -0.1 0.2
1.4 0.3 0.7
-0.8 -0.1 -0.3
0.2 0.2 -0.6
0.0 0.1 -0.3
-0.1 -0.1 0.4
-0.2 -0.1 0.3
0.2 0.1 -0.2
0.2 0.2 -0.5
-1.2 -0.3 -0.7
0.6 0.2 0.3
0.0 0.0 -0.2
0.1 0.1 -0.1
0.3 0.1 0.0
-0.2 0.0 -0.3
-0.3 -0.2 0.0
-0.1 -0.1 0.1
0.0 0.0 0.2
0.2 0.0 0.3

2.
C42H42FeN6O2PS | the ωB97M-V functional and the def2-TZVPD basis

2S+1 = 5
highest occupied orbital energy (alpha / beta) = -8.7 / -8.9 eV
HOMO-LUMO gap (alpha / beta) = 5.798 / 5.919 eV
LUMO level (alpha / beta) = -2.946 / -2.963 eV
total charge = +1
relative energy (zero: lowest compared OMol25 entry of this formula, charge and spin) = 5.706 eV
expectation value of S² = 6.016

Last column: Löwdin spin population.
Atoms and positions in Å:
Fe: -0.421 0.151 0.879  3.645
C: -0.200 -3.209 0.000  0.001
N: -1.318 -2.251 0.052  0.023
C: -2.224 -2.387 -1.106  0.002
C: -1.874 -1.803 -2.471  0.000
C: -1.908 -2.617 -3.588  0.000
C: -1.749 -2.072 -4.857  0.000
C: -1.546 -0.711 -5.002  0.001
C: -1.535 0.066 -3.862  0.002
N: -1.706 -0.479 -2.659  0.009
C: -2.090 -2.458 1.284  0.002
C: -3.028 -1.315 1.557  0.004
C: -4.377 -1.506 1.801  0.000
C: -5.178 -0.403 2.069  0.001
C: -4.616 0.860 2.053  0.001
C: -3.265 0.976 1.775  0.006
N: -2.487 -0.087 1.567  0.021
C: 0.967 -2.783 -0.885  0.000
C: 2.900 -3.619 -1.613  0.000
C: 4.020 -2.852 -2.233  0.000
C: 3.838 -1.630 -2.720  0.000
C: 2.480 -1.020 -2.792  0.000
N: 0.711 -1.494 -1.592  0.000
H: -0.571 -4.203 -0.298  0.000
H: 0.173 -3.306 1.021  0.000
H: -3.191 -1.952 -0.831  0.000
H: -2.411 -3.453 -1.285  0.001
H: -2.064 -3.680 -3.465  0.000
H: -1.780 -2.717 -5.726  0.000
H: -1.407 -0.250 -5.968  0.000
H: -1.402 1.141 -3.860  0.000
H: -1.375 -2.522 2.109  0.000
H: -2.652 -3.403 1.275  0.000
H: -4.794 -2.504 1.790  0.000
H: -6.232 -0.534 2.271  0.000
H: -5.206 1.748 2.230  0.000
H: -2.786 1.944 1.702  0.001
H: 3.159 -4.671 -1.514  0.000
H: 5.012 -3.287 -2.218  0.000
H: 4.678 -1.069 -3.113  0.000
H: 2.436 -0.292 -3.602  0.000
C: -0.134 -0.045 3.935  0.017
C: 0.318 1.389 4.172  0.000
C: -0.130 1.816 5.569  0.001
C: -0.216 2.377 3.123  0.002
C: 0.342 3.791 3.323  0.001
O: 1.211 3.974 2.201  0.004
C: 1.095 2.907 1.386  0.006
N: 0.223 2.039 1.753  0.037
C: 2.104 2.961 0.281  0.000
C: 3.227 3.729 0.632  0.000
C: 4.331 3.871 -0.186  0.000
C: 4.336 3.262 -1.425  0.001
C: 3.223 2.536 -1.808  0.000
C: 2.107 2.336 -0.986  0.000
P: 0.979 1.217 -1.909  0.005
C: -0.671 1.439 -1.173  0.016
C: -1.790 0.471 -1.384  0.018
C: -3.151 1.066 -1.378  0.019
C: -3.367 2.389 -1.212  0.006
C: -2.299 3.303 -0.998  0.023
C: -1.026 2.809 -1.035  0.001
C: 1.776 -0.459 -1.487  0.002
C: 2.498 -0.508 -0.172  0.011
C: 3.081 -1.844 0.333  0.005
C: 2.366 -3.033 -0.260  0.000
C: 1.494 -3.410 -2.225  0.000
C: 1.309 -2.026 -2.852  0.000
H: 0.371 -0.724 4.622  0.001
H: 0.129 -0.393 2.930  0.008
H: -1.215 -0.149 4.065  0.000
H: 1.412 1.411 4.107  0.000
H: -1.222 1.824 5.633  0.000
H: 0.229 2.805 5.853  0.000
H: 0.240 1.114 6.316  0.000
H: -1.310 2.377 3.157  0.000
H: 0.950 3.888 4.219  0.000
H: -0.414 4.576 3.310  0.000
H: 3.249 4.217 1.592  0.000
H: 5.170 4.464 0.151  0.000
H: 5.178 3.362 -2.097  0.000
H: 3.206 2.102 -2.802  0.000
H: -1.714 -0.357 -0.689  0.006
H: -3.986 0.396 -1.560  0.001
H: -4.388 2.752 -1.245  0.000
H: -2.486 4.360 -0.880  0.002
H: -0.211 3.523 -0.966  -0.001
H: 3.255 0.281 -0.125  0.002
H: 4.163 -1.968 0.357  0.001
H: 2.285 -3.836 0.479  0.000
H: 1.036 -4.260 -2.728  0.000
H: 0.696 -1.973 -3.752  0.000
O: 3.305 -0.663 2.783  0.004
S: 2.333 -1.410 1.969  0.013
N: 1.520 -0.419 0.911  0.068

Atomic forces in eV per Å
1.0 1.0 -0.4
-0.1 -0.1 0.0
0.1 -0.1 -0.1
-0.1 -0.1 0.0
0.1 0.1 0.0
0.0 0.0 0.0
0.0 0.0 0.0
0.0 0.0 0.0
0.0 0.0 0.2
-0.1 0.1 -0.2
0.0 -0.1 0.0
-0.2 0.1 0.1
0.1 0.0 0.0
0.0 0.0 0.0
0.0 0.0 0.0
0.0 -0.1 0.0
0.4 0.0 -0.3
0.0 0.0 0.0
0.0 -0.1 0.0
0.0 0.0 0.0
0.0 0.0 0.0
0.0 0.1 0.0
0.0 0.0 0.0
0.0 0.0 0.0
0.0 0.0 0.0
0.0 0.0 0.0
0.0 0.0 0.0
0.0 0.0 0.0
0.0 0.0 0.0
0.0 0.0 0.0
0.0 0.0 0.0
0.0 0.0 0.0
0.0 0.0 0.0
0.0 0.0 0.0
0.0 0.0 0.0
0.0 0.0 0.0
0.0 0.0 0.0
0.0 0.0 0.0
0.0 0.0 0.0
0.0 0.0 0.0
0.0 0.0 0.0
0.0 0.0 -0.1
0.0 0.0 0.0
0.0 0.0 0.0
-0.1 0.1 0.0
0.0 0.0 0.0
0.1 0.0 0.0
-0.2 0.1 0.1
0.1 -0.2 0.1
0.1 -0.1 0.0
0.0 0.0 0.0
0.0 0.0 0.0
0.0 0.0 0.0
0.0 0.0 0.0
0.0 0.1 -0.1
0.0 0.0 -0.1
-0.3 -0.3 0.4
-0.1 -0.4 0.3
0.0 0.2 -0.1
0.0 -0.1 0.0
0.1 0.0 0.0
0.1 0.2 0.0
0.1 -0.1 -0.1
0.1 0.1 0.1
-0.1 0.0 0.0
0.0 0.0 0.0
0.0 0.0 0.0
0.0 0.0 -0.1
0.0 0.0 0.0
0.0 -0.1 0.1
0.0 0.0 0.0
0.0 0.0 0.0
0.0 0.0 0.0
0.0 0.0 0.0
0.0 0.0 0.0
0.0 0.0 0.1
0.0 0.0 0.0
0.0 0.0 0.0
0.0 0.0 0.0
0.0 0.0 0.0
0.0 0.0 0.0
0.0 0.0 0.0
-0.3 0.0 0.0
0.0 0.0 0.1
0.0 0.0 0.0
0.0 0.0 0.0
0.0 0.0 0.0
0.0 0.0 0.0
0.0 0.1 0.0
0.0 0.0 0.0
0.0 0.0 0.0
0.0 0.0 0.0
0.1 0.1 0.1
0.0 -0.3 -0.2
-0.9 0.1 0.2